{
  "formula": "C13H21I4NO2PS3SeTeTi",
  "method": "ωB97M-V with the def2-TZVPD basis set",
  "s_squared": 0.757,
  "gap_ev": [7.0, 7.2],
  "spin_multiplicity": 2,
  "energy_ha": -6958.96600,
  "homo_ev": [-7.7, -7.7],
  "symbols": ["Ti", "I", "C", "I", "H", "H", "I", "C", "I", "H", "H", "Se", "C", "N", "Te", "C", "C", "C", "C", "S", "H", "H", "H", "C", "C", "C", "O", "P", "S", "S", "O", "C", "C", "C", "H", "H", "H", "H", "H", "H", "H", "H", "H", "H", "H", "H", "H", "H"],
  "coordinates": [[1.4743, 0.2701, -1.0697], [3.6058, 0.3440, -3.2030], [5.3654, 0.6949, -2.0452], [5.9367, -0.8935, -0.7811], [5.1630, 1.5681, -1.4351], [6.1592, 0.8746, -2.7597], [3.3669, 4.5934, -2.9031], [1.3319, 4.4064, -2.3503], [0.4000, 2.6121, -3.0013], [0.7844, 5.2380, -2.7757], [1.2897, 4.4013, -1.2666], [2.5412, -4.2422, 0.1857], [2.4108, -2.5472, -0.1943], [2.3254, -1.3945, -0.4326], [2.8099, 2.2296, 0.2907], [2.2063, 1.3293, 2.0898], [2.5858, 0.1079, 2.5693], [1.9716, -0.2135, 3.8114], [1.1416, 0.7705, 4.2547], [1.1010, 2.0873, 3.1611], [3.2754, -0.5374, 2.0430], [2.1443, -1.1346, 4.3498], [0.5647, 0.7866, 5.1654], [-0.4742, -2.2806, 2.0660], [-1.3860, -2.8224, 0.9848], [-2.8510, -2.5753, 1.2778], [-0.9990, -2.3174, -0.3394], [-1.2555, -0.9131, -0.9873], [-0.1385, -0.8487, -2.6535], [-0.6093, 0.6115, 0.1609], [-2.8131, -0.9329, -1.2221], [-3.7443, 0.1334, -1.5676], [-4.2074, 0.8294, -0.3041], [-3.1767, 1.0871, -2.5960], [-0.6412, -2.8605, 2.9761], [-0.6736, -1.2325, 2.2845], [0.5710, -2.3915, 1.7871], [-1.2071, -3.8904, 0.8652], [-3.0444, -1.5138, 1.4431], [-3.1170, -3.1110, 2.1900], [-3.4852, -2.9293, 0.4668], [-4.5764, -0.4207, -2.0026], [-3.3846, 1.3633, 0.1714], [-4.6189, 0.1105, 0.4040], [-4.9866, 1.5501, -0.5554], [-2.3839, 1.6974, -2.1615], [-3.9713, 1.7543, -2.9330], [-2.7813, 0.5521, -3.4582]]
}


{
  "formula": "C13H21N3O2S",
  "method": "ωB97M-V with the def2-TZVPD basis set",
  "gap_ev": 9.4,
  "energy_ha": -1220.92066,
  "smiles": "CCCCCC[C@@H]1C[C@H](CSc2ncn[nH]2)OC1=O",
  "homo_ev": -9.0,
  "symbols": ["C", "C", "C", "C", "C", "C", "C", "C", "C", "C", "S", "C", "N", "C", "N", "N", "O", "C", "O", "H", "H", "H", "H", "H", "H", "H", "H", "H", "H", "H", "H", "H", "H", "H", "H", "H", "H", "H", "H", "H"],
  "coordinates": [[-2.1596, -3.3905, 0.1511], [-2.8394, -2.3842, 1.0732], [-3.3441, -1.1381, 0.3446], [-2.2194, -0.3033, -0.2654], [-2.7371, 1.0321, -0.7926], [-1.7013, 1.8619, -1.5563], [-0.4189, 2.2107, -0.7806], [0.7083, 1.1812, -0.8758], [1.3290, 1.1736, 0.5300], [1.6145, -0.2246, 1.0703], [2.6195, -1.2114, -0.0754], [4.1342, -0.3841, 0.0677], [4.3770, 0.7106, 0.7574], [5.6909, 0.9308, 0.5385], [6.2623, 0.0481, -0.2395], [5.2660, -0.7987, -0.5440], [0.3803, 1.7902, 1.3940], [-0.6226, 2.3773, 0.7205], [-1.5071, 2.9609, 1.2730], [-1.9100, -4.2958, 0.7000], [-2.8208, -3.6598, -0.6697], [-1.2399, -2.9869, -0.2658], [-3.6896, -2.8697, 1.5576], [-2.1431, -2.0833, 1.8601], [-3.8917, -0.5163, 1.0565], [-4.0424, -1.4360, -0.4410], [-1.4720, -0.1208, 0.5091], [-1.7531, -0.8620, -1.0802], [-3.1158, 1.6216, 0.0433], [-3.5741, 0.8447, -1.4699], [-1.4081, 1.3360, -2.4683], [-2.1871, 2.7922, -1.8546], [-0.0579, 3.1825, -1.1373], [1.4473, 1.4440, -1.6304], [0.3127, 0.1947, -1.1169], [2.2540, 1.7621, 0.5728], [0.6867, -0.7838, 1.1945], [2.1428, -0.1678, 2.0203], [6.2131, 1.7603, 0.9665], [5.4165, -1.5984, -1.1373]]
}


{
  "formula": "C13H21N3O9",
  "method": "ωB97M-V with the def2-TZVPD basis set",
  "gap_ev": 10.0,
  "energy_ha": -1349.45978,
  "smiles": "N[C@H](C(=O)O)C1[C@@H](C(=O)O)[C@@H]1C(=O)O.CNC(=O)[C@H](CO)NC(C)=O",
  "homo_ev": -9.7,
  "symbols": ["N", "C", "C", "O", "O", "C", "C", "C", "O", "O", "C", "C", "O", "O", "H", "H", "H", "H", "H", "H", "H", "H", "H", "C", "N", "C", "O", "C", "C", "O", "N", "C", "C", "O", "H", "H", "H", "H", "H", "H", "H", "H", "H", "H", "H", "H"],
  "coordinates": [[-3.4436, -3.3624, -3.1724], [-2.6601, -2.1046, -3.2607], [-2.7701, -1.3798, -4.6313], [-1.9966, -0.4735, -4.8921], [-3.7363, -1.7887, -5.4920], [-1.2106, -2.5089, -2.9700], [-0.8321, -3.0411, -1.5790], [0.1698, -4.1831, -1.4440], [-0.0493, -5.0341, -0.6015], [1.2563, -4.1977, -2.2477], [-0.3191, -1.6743, -2.0538], [-0.7797, -0.4199, -1.3240], [-0.7144, -0.4422, -0.1074], [-1.2187, 0.6384, -2.0356], [-4.3465, -3.2617, -3.6424], [-3.5591, -3.6693, -2.2074], [-3.0255, -1.4011, -2.5056], [-3.6199, -1.2320, -6.2768], [-0.7204, -2.9828, -3.8284], [-1.5977, -3.0512, -0.7978], [1.7361, -5.0026, -2.0010], [0.7349, -1.6020, -2.3347], [-1.2838, 1.3895, -1.4007], [3.1311, 3.4805, 5.0366], [2.4591, 2.4845, 4.2051], [1.2789, 2.6623, 3.5995], [0.6534, 3.7081, 3.7318], [0.6796, 1.4866, 2.7928], [1.7165, 0.4758, 2.2713], [2.3579, -0.1994, 3.3374], [-0.2350, 1.8507, 1.6918], [-0.0601, 2.6560, 0.6435], [1.1670, 3.5367, 0.5200], [-0.8851, 2.6445, -0.2647], [2.4757, 3.7719, 5.8599], [4.0567, 3.0694, 5.4416], [3.3591, 4.3662, 4.4407], [2.8918, 1.5743, 4.0937], [0.0738, 0.9413, 3.5151], [2.4671, 0.9946, 1.6756], [1.2242, -0.2633, 1.6390], [1.8974, -1.0318, 3.4932], [-1.0842, 1.3093, 1.6326], [1.1742, 3.9907, -0.4699], [1.1167, 4.3261, 1.2678], [2.0707, 2.9496, 0.6519]]
}


{
  "formula": "C13H21N5O3",
  "method": "ωB97M-V with the def2-TZVPD basis set",
  "gap_ev": 11.0,
  "energy_ha": -1007.34910,
  "smiles": "COC(=O)OC.CC#N.CC#N.CC#N.CC#N.CC#N",
  "homo_ev": -10.8,
  "symbols": ["C", "O", "C", "O", "O", "C", "H", "H", "H", "H", "H", "H", "C", "C", "N", "H", "H", "H", "C", "C", "N", "H", "H", "H", "C", "C", "N", "H", "H", "H", "C", "C", "N", "H", "H", "H", "C", "C", "N", "H", "H", "H"],
  "coordinates": [[-1.6595, -1.0240, 0.9264], [-0.5888, -1.4225, 0.0814], [0.5815, -0.9679, 0.2257], [0.9181, -0.2795, 1.1917], [1.4218, -1.2610, -0.8598], [2.7963, -0.7183, -0.8700], [-1.5982, -1.2241, 1.9961], [-2.4935, -1.6624, 0.6350], [-1.8179, 0.0194, 0.6538], [3.3863, -1.4328, -1.4440], [3.3040, -0.5879, 0.0857], [2.9272, 0.1076, -1.5692], [-2.8157, -6.4517, -2.3769], [-3.1216, -7.3199, -3.5205], [-3.3793, -8.0572, -4.4014], [-2.6228, -7.1400, -1.5540], [-3.6450, -5.7714, -2.1831], [-1.9132, -5.8694, -2.5628], [-1.2744, 5.4393, 2.4703], [-2.1214, 4.9437, 3.5528], [-2.8382, 4.6129, 4.3628], [-0.2401, 5.0998, 2.5257], [-1.1720, 6.5121, 2.6339], [-1.6003, 5.2063, 1.4566], [8.6714, -2.6661, -5.7883], [9.0390, -1.5898, -4.8319], [9.3499, -0.7795, -4.1030], [9.5558, -2.8174, -6.4072], [7.8529, -2.3026, -6.4095], [8.4925, -3.6063, -5.2666], [-0.3271, -0.2887, 8.2107], [-1.0661, -0.1771, 9.4726], [-1.6229, -0.0504, 10.4491], [0.6433, 0.1709, 8.3986], [-0.8640, 0.2770, 7.4493], [-0.3041, -1.2918, 7.7848], [-4.9381, 6.1959, -3.5700], [-5.1247, 4.8401, -3.0890], [-5.2967, 3.7179, -2.7920], [-4.9182, 6.2232, -4.6595], [-3.9514, 6.5136, -3.2329], [-5.6248, 6.8802, -3.0717]]
}


{
  "formula": "C13H21NOS",
  "method": "ωB97M-V with the def2-TZVPD basis set",
  "gap_ev": 9.7,
  "energy_ha": -1036.15454,
  "smiles": "CCCC[C@H](CC)CNC(=O)c1cccs1",
  "homo_ev": -9.2,
  "symbols": ["C", "C", "C", "C", "C", "C", "C", "C", "N", "C", "O", "C", "C", "C", "C", "S", "H", "H", "H", "H", "H", "H", "H", "H", "H", "H", "H", "H", "H", "H", "H", "H", "H", "H", "H", "H", "H"],
  "coordinates": [[-4.1811, -2.2141, 0.7741], [-3.2988, -1.4489, -0.2053], [-1.8487, -1.3984, 0.2736], [-0.8956, -0.6632, -0.6793], [-0.6383, 0.8133, -0.3474], [-1.8668, 1.7178, -0.5459], [-2.6029, 2.0253, 0.7537], [0.5208, 1.3458, -1.2128], [1.7693, 0.6605, -0.9841], [2.6826, 1.1139, -0.0935], [2.5613, 2.1611, 0.5145], [3.8689, 0.2568, 0.0807], [4.9457, 0.5461, 0.8716], [5.9334, -0.4579, 0.8536], [5.5994, -1.5030, 0.0522], [4.0726, -1.2833, -0.6979], [-5.2072, -2.2538, 0.4159], [-4.1774, -1.7310, 1.7491], [-3.8213, -3.2335, 0.8982], [-3.3349, -1.9397, -1.1811], [-3.6940, -0.4409, -0.3268], [-1.5031, -2.4292, 0.3878], [-1.8033, -0.9365, 1.2615], [0.0670, -1.1789, -0.6456], [-1.2722, -0.7421, -1.7024], [-0.3132, 0.8820, 0.6958], [-1.5438, 2.6669, -0.9798], [-2.5490, 1.2566, -1.2617], [-2.9627, 1.1191, 1.2320], [-1.9394, 2.5380, 1.4465], [-3.4570, 2.6708, 0.5591], [0.6997, 2.3939, -0.9597], [0.2639, 1.2670, -2.2728], [1.9119, -0.2332, -1.4262], [5.0075, 1.4564, 1.4395], [6.8510, -0.4065, 1.4115], [6.1555, -2.3974, -0.1487]]
}


{
  "formula": "C13H22BIN2O4P",
  "method": "ωB97M-V with the def2-TZVPD basis set",
  "charge": -1,
  "gap_ev": 5.6,
  "energy_ha": -1582.98404,
  "homo_ev": -3.4,
  "symbols": ["C", "C", "O", "O", "C", "C", "C", "B", "I", "P", "O", "O", "H", "H", "H", "H", "H", "H", "H", "H", "H", "H", "H", "H", "N", "C", "C", "C", "C", "H", "H", "H", "H", "H", "N", "C", "C", "C", "C", "H", "H", "H", "H", "H"],
  "coordinates": [[1.1789, 0.4102, 0.7158], [-0.3745, 0.4430, 0.3016], [-0.6456, 0.1035, -0.8522], [-1.2686, 0.8003, 1.3137], [-2.3945, 1.5951, 0.8427], [-3.7241, 0.9947, 1.5214], [-4.8919, 0.5984, 0.5038], [-4.7237, -0.8408, -0.2750], [-3.7864, -0.5819, -2.2951], [-3.9217, -2.2612, 0.7446], [-4.5855, -2.3318, 2.3372], [-2.1991, -2.1874, 0.7658], [1.2199, -0.0537, 1.7648], [1.6580, -0.3670, 0.0243], [1.6735, 1.4250, 0.6586], [-2.4585, 1.7272, -0.2785], [-2.2383, 2.6490, 1.2773], [-3.4126, 0.1765, 2.2430], [-4.1454, 1.8411, 2.1787], [-5.8467, 0.5003, 1.1390], [-5.0114, 1.4613, -0.2409], [-5.8390, -1.2111, -0.5262], [-3.9731, -1.8848, 2.9581], [-1.9069, -1.7541, 1.6034], [0.6091, -0.7388, -3.5181], [-0.2665, -1.7524, -3.7839], [0.1899, -2.4281, -4.8904], [1.3913, -1.7987, -5.3034], [1.6261, -0.7603, -4.4349], [0.5175, -0.0786, -2.7613], [-1.1379, -1.9036, -3.1642], [-0.2872, -3.2806, -5.3502], [2.0145, -2.0747, -6.1414], [2.4260, -0.0367, -4.3913], [5.0289, 0.8133, 1.6236], [5.9642, 1.8121, 1.5792], [6.2142, 2.2157, 2.8674], [5.4036, 1.4272, 3.7214], [4.6853, 0.5691, 2.9260], [4.6526, 0.3328, 0.8233], [6.3687, 2.1492, 0.6375], [6.9046, 2.9914, 3.1627], [5.3519, 1.4812, 4.7984], [3.9607, -0.1910, 3.1735]]
}